[1]
DFT (ωB97M-V with the def2-TZVPD basis set) results for a 5-piece molecular cluster, C2H13NO5 overall in a non-equilibrium geometry.

Values from the calculation:
- LUMO (eV) = 0.380
- multiplicity = 1
- E_HOMO (eV) = -10.4000
- energy relative to the best compared isomer or geometry (same formula, charge and spin) (kJ/mol) = 253.06
- net charge = 0
- frontier orbital gap (Eh) = 0.39614
- maximum force (eV/A) = 3.735

Last column: Mulliken charge in e.
Positions of all 21 atoms, in Å:
C -2.227 1.650 -1.548  -0.684
N -1.654 0.347 -1.918  -0.204
C -0.773 -0.111 -1.002  0.120
O -0.661 0.479 0.132  -0.612
H -2.206 2.198 -2.465  0.306
H -1.740 1.954 -0.524  0.198
H -3.298 1.415 -1.278  0.272
H -1.903 -0.090 -2.837  0.245
H 0.003 -0.922 -1.017  0.361
O 1.091 2.416 2.039  -0.614
H 0.321 2.293 1.462  0.319
H 0.659 2.344 2.854  0.293
O 3.461 -1.316 1.796  -0.634
H 2.798 -1.407 2.435  0.301
H 3.292 -0.375 1.454  0.335
O -1.874 -2.180 0.940  -0.661
H -2.603 -1.768 0.391  0.321
H -1.487 -1.292 1.268  0.329
O 3.099 -1.808 -1.040  -0.616
H 3.351 -2.451 -0.392  0.322
H 2.352 -1.375 -0.752  0.304



[2]
DFT (ωB97M-V with the def2-TZVPD basis set) results for a 5-piece molecular cluster, C2H13NO5 overall in a non-equilibrium geometry.

Values from the calculation:
- LUMO (eV) = 0.660
- multiplicity = 1
- E_HOMO (eV) = -9.7245
- energy relative to the best compared isomer or geometry (same formula, charge and spin) (kJ/mol) = 113.96
- net charge = 0
- frontier orbital gap (Eh) = 0.38162
- maximum force (eV/A) = 1.042

Last column: Mulliken charge in e.
Positions of all 21 atoms, in Å:
N 1.236 1.512 0.018  -0.683
C -0.161 1.993 0.103  -0.186
C -0.942 1.490 -1.083  -0.097
O -2.129 1.276 -1.099  -0.507
H 1.315 0.737 0.676  0.308
H 1.828 2.237 0.379  0.215
H -0.645 1.723 1.040  0.235
H -0.162 3.086 0.099  0.365
H -0.352 1.144 -1.950  0.354
O -0.631 -2.898 -0.627  -0.640
H -0.763 -3.736 -1.084  0.301
H -0.009 -2.416 -1.211  0.310
O 0.678 -0.061 2.452  -0.668
H -0.069 -0.566 2.071  0.394
H 0.495 0.224 3.346  0.290
O 1.370 -0.800 -1.881  -0.652
H 1.441 -0.012 -1.314  0.371
H 2.127 -0.809 -2.468  0.281
O -1.526 -1.181 1.210  -0.690
H -1.211 -2.079 0.947  0.417
H -1.891 -0.864 0.374  0.283



Please write out number 1 again, unchanged.
DFT (ωB97M-V with the def2-TZVPD basis set) results for a 5-piece molecular cluster, C2H13NO5 overall in a non-equilibrium geometry.

Values from the calculation:
- LUMO (eV) = 0.380
- multiplicity = 1
- E_HOMO (eV) = -10.4000
- energy relative to the best compared isomer or geometry (same formula, charge and spin) (kJ/mol) = 253.06
- net charge = 0
- frontier orbital gap (Eh) = 0.39614
- maximum force (eV/A) = 3.735

Last column: Mulliken charge in e.
Positions of all 21 atoms, in Å:
C -2.227 1.650 -1.548  -0.684
N -1.654 0.347 -1.918  -0.204
C -0.773 -0.111 -1.002  0.120
O -0.661 0.479 0.132  -0.612
H -2.206 2.198 -2.465  0.306
H -1.740 1.954 -0.524  0.198
H -3.298 1.415 -1.278  0.272
H -1.903 -0.090 -2.837  0.245
H 0.003 -0.922 -1.017  0.361
O 1.091 2.416 2.039  -0.614
H 0.321 2.293 1.462  0.319
H 0.659 2.344 2.854  0.293
O 3.461 -1.316 1.796  -0.634
H 2.798 -1.407 2.435  0.301
H 3.292 -0.375 1.454  0.335
O -1.874 -2.180 0.940  -0.661
H -2.603 -1.768 0.391  0.321
H -1.487 -1.292 1.268  0.329
O 3.099 -1.808 -1.040  -0.616
H 3.351 -2.451 -0.392  0.322
H 2.352 -1.375 -0.752  0.304